4 unconnected molecules or ions with the total composition C36H65F2N6O13S, computed with wB97M-V/def2-TZVPD.

The geometry in XYZ format:
```
123
Properties=species:S:1:pos:R:3:forces:R:3:mulliken_charge:R:1
C 3.50443 -2.94437 6.29570 -0.858 -0.285 0.610 -0.7153
C 2.26798 -3.28421 7.36060 1.588 -3.275 6.422 0.5366
O 2.50746 -3.94570 8.52295 -1.738 4.737 -8.159 -0.4967
O 0.84572 -2.91594 7.09153 2.241 -2.068 -1.838 -0.2616
C 0.50468 -3.71636 5.87404 1.418 -0.097 -0.522 -0.3057
N -0.85809 -4.36460 5.93648 0.605 0.728 -0.762 -0.0177
S -0.93011 -6.02923 6.56088 -0.058 -0.209 0.464 -0.1062
C -2.05766 -3.80484 5.57978 -1.489 -1.220 0.174 0.3668
N -3.29543 -4.66810 5.74947 0.284 7.889 -2.672 -0.3374
C -4.34853 -3.67125 5.30434 5.135 -0.178 0.466 -0.1687
C -5.91606 -4.14728 5.35110 0.581 -1.083 1.079 -0.2021
C -6.08456 -5.01769 6.76949 -0.361 -1.508 3.770 -0.0808
C -6.38033 -4.18109 8.14778 0.225 -3.032 0.906 -0.4265
C -6.55986 -4.88677 9.63155 0.668 -2.898 -3.341 -0.5045
C -6.45450 -6.53925 9.75627 0.626 2.177 -4.424 -0.3616
C -6.13140 -7.37522 8.36784 -0.381 3.406 0.227 -0.3901
C -5.93822 -6.64687 6.87910 -0.595 1.804 2.741 0.6323
C -5.60741 -7.59099 5.57527 0.345 -0.229 1.157 -1.0331
N -3.67768 -2.37642 4.90367 -4.766 -2.806 0.983 0.3704
C -4.59859 -1.26655 4.45542 -0.910 2.287 -0.774 -0.8553
C -4.93186 -1.23734 2.85066 -1.170 -0.334 -0.491 -0.3382
C -5.27140 -2.69477 2.18177 -0.315 0.541 -1.244 -0.4532
N -4.02554 -3.57426 1.99940 -0.883 0.361 1.431 -0.5151
N -2.27215 -2.40119 5.05854 -1.063 -4.968 1.348 0.5376
N -1.41523 -1.34516 4.80750 -1.941 0.122 -0.014 0.2439
C -1.40458 -0.90948 3.36205 -2.651 8.374 -3.614 0.4940
O -1.91375 0.32593 3.09686 3.846 -9.422 1.744 -0.3793
F -0.85361 -1.66875 2.21142 -1.838 1.683 5.106 -0.2389
C -1.57186 -0.19974 5.77844 6.251 7.845 1.528 0.4519
O -0.58234 0.73681 5.79783 -7.681 -7.401 -0.223 -0.4319
F -2.66151 -0.00650 6.76203 3.187 -1.897 -3.836 -0.1767
H 3.59306 -1.78579 6.10203 -0.327 -2.422 0.428 0.2900
H 4.47821 -3.37347 6.78739 -2.089 0.923 -0.925 0.3074
H 3.28944 -3.51825 5.29694 0.434 1.223 1.836 0.2421
H 1.29975 -4.59842 5.81881 -2.053 1.751 -0.079 0.2741
H 0.63343 -3.06252 4.90782 -0.575 -1.174 1.881 0.2049
H 0.04303 -6.81288 5.92115 -0.591 1.541 -0.164 0.2004
H -6.08928 -4.92082 4.45968 0.447 1.977 1.828 0.2455
H -6.67996 -3.26163 5.33322 1.650 -1.753 -0.089 0.4240
H -6.46031 -2.99424 8.13006 0.169 -2.846 -0.104 0.2180
H -6.78062 -4.28407 10.61980 0.518 -1.146 -2.471 0.2970
H -6.60389 -7.10296 10.78755 0.394 1.372 -2.510 0.3014
H -6.03392 -8.55869 8.44348 -0.222 2.892 -0.318 0.2696
H -5.14797 -6.95936 4.70392 -1.134 -1.229 1.603 0.1682
H -6.56146 -8.21277 5.27817 1.875 1.507 0.370 0.3176
H -4.78013 -8.39574 5.87137 -1.777 1.856 -0.510 0.3215
H -5.63208 -1.37173 5.04407 2.562 -0.059 -1.204 0.4808
H -4.21112 -0.17330 4.73277 -0.500 -2.615 -0.357 0.2557
H -5.91875 -0.57683 2.72669 2.203 -1.329 0.413 0.4107
H -4.12102 -0.72188 2.18105 -1.316 -1.002 1.541 0.1062
H -6.16491 -3.27592 2.70304 2.024 1.284 -0.853 0.1155
H -5.65020 -2.47630 1.07091 0.630 -0.283 2.518 0.3331
H -3.16221 -3.07350 2.32524 -1.253 -0.903 -0.350 0.1507
H -4.16411 -4.46936 2.52923 0.589 1.284 -0.653 0.2740
C -0.76063 2.32008 0.72649 0.464 0.068 -0.143 -0.7408
O 0.49381 1.84398 0.25719 -0.573 -0.330 -0.085 -0.2933
C 0.60088 0.42246 0.26652 0.346 0.429 -0.474 -0.2213
C 1.28394 -0.08529 -1.00971 -0.206 -0.130 -0.011 -0.3542
O 0.50447 0.03842 -2.20623 0.188 0.290 0.346 -0.5319
C 0.23993 1.36604 -2.67568 0.083 0.072 -0.158 -0.6242
C 1.46479 2.13438 -3.18535 -0.173 -0.151 0.461 0.2697
O 2.33268 2.48179 -2.11174 0.192 -0.420 -0.172 -0.1565
C 3.70597 2.27807 -2.40196 -0.180 0.168 0.195 -0.9198
H -0.77529 2.31031 1.81719 -0.218 0.006 0.095 0.2151
H -0.88330 3.34563 0.37452 0.115 -0.031 0.064 0.2768
H -1.58956 1.72540 0.32720 0.009 -0.043 0.084 0.3770
H -0.38017 -0.05714 0.36546 0.003 0.151 -0.106 0.1457
H 1.20949 0.14761 1.13511 0.068 -0.267 0.025 0.3780
H 1.45467 -1.16088 -0.88449 -0.184 0.049 -0.056 0.4515
H 2.26961 0.35760 -1.14385 -0.073 0.250 0.140 0.0174
H -0.30818 1.93875 -1.92539 0.257 0.084 0.039 0.0805
H -0.44808 1.24610 -3.51774 0.137 -0.147 -0.034 0.5836
H 1.13683 3.06774 -3.65113 -0.193 -0.081 -0.254 0.3953
H 1.98351 1.52794 -3.94204 -0.040 0.099 0.187 -0.3320
H 3.87012 1.33411 -2.93220 -0.004 0.055 -0.084 0.4043
H 4.24942 2.22776 -1.45491 -0.106 0.119 -0.057 0.2040
H 4.09077 3.11663 -2.98866 0.195 -0.158 -0.116 0.3471
C 1.07184 5.88886 -2.16713 0.276 0.414 0.097 -0.6201
O 2.21246 6.73622 -2.20602 -0.198 -0.489 -0.389 -0.3417
C 3.41741 6.05100 -2.53894 0.022 0.634 -0.126 -0.0491
C 4.26246 6.87172 -3.52152 -0.028 -0.243 -0.049 -0.4113
O 3.72754 6.97014 -4.84769 -0.199 0.167 0.378 -0.4980
C 2.51522 7.71720 -5.00614 0.055 0.109 -0.073 -0.1965
C 2.63996 9.22462 -4.75618 -0.030 -0.423 0.296 -0.5509
O 2.85219 9.49735 -3.37518 0.508 0.016 -0.212 -0.2803
C 3.84061 10.48608 -3.13617 -0.298 -0.153 0.149 -0.8286
H 1.04485 5.34838 -1.21999 -0.100 -0.270 -0.013 0.3275
H 0.18374 6.51774 -2.24757 0.080 0.058 0.076 0.3509
H 1.06522 5.18727 -3.00852 0.045 -0.030 0.090 0.1355
H 3.21586 5.06468 -2.97347 -0.129 0.130 0.012 -0.1672
H 3.97978 5.91104 -1.60913 0.216 -0.139 -0.084 0.4474
H 5.22479 6.35890 -3.63408 -0.163 -0.073 -0.103 0.4652
H 4.49709 7.85870 -3.12592 -0.238 0.015 0.148 0.0949
H 1.71096 7.27825 -4.41295 0.089 0.208 0.172 -0.0025
H 2.22193 7.57925 -6.05101 0.200 0.042 -0.019 0.4412
H 1.70635 9.71620 -5.04319 -0.064 -0.048 -0.288 0.3916
H 3.45395 9.62824 -5.37582 -0.075 -0.073 0.147 0.3432
H 4.70901 10.35417 -3.79011 -0.048 0.062 -0.050 0.3880
H 4.18199 10.38224 -2.10300 -0.154 0.010 -0.069 0.2335
H 3.41050 11.48234 -3.27014 0.185 0.115 -0.058 0.3079
C 1.23186 -0.18230 -6.16864 0.168 -0.002 -0.553 -0.8099
O 1.93039 0.11924 -7.36934 0.170 -0.153 0.639 -0.3550
C 3.04757 0.98303 -7.17433 0.021 -0.305 -0.583 -0.2163
C 4.25167 0.51948 -8.00404 0.079 0.088 0.247 -0.3658
O 4.86878 -0.69340 -7.55388 -0.440 0.012 -0.156 -0.4810
C 4.10430 -1.89844 -7.68194 0.085 -0.045 -0.106 -0.2099
C 3.84640 -2.35799 -9.12161 -0.201 0.371 0.304 -0.5548
O 2.93617 -1.48442 -9.78112 0.498 0.165 -0.149 -0.2801
C 3.31322 -1.16937 -11.11163 -0.290 -0.016 0.206 -0.8278
H 0.56812 0.64370 -5.90959 -0.096 0.058 0.243 0.2954
H 0.63701 -1.08033 -6.34299 -0.025 0.106 -0.068 0.3550
H 1.92311 -0.39075 -5.34468 -0.035 0.059 0.026 0.3901
H 3.33743 1.03848 -6.11832 -0.035 -0.106 -0.010 0.0372
H 2.74656 1.98376 -7.50347 0.228 0.131 0.047 0.4085
H 5.02677 1.28962 -7.91561 -0.039 -0.141 0.156 0.4318
H 4.01253 0.46009 -9.06468 -0.279 -0.063 0.057 0.0890
H 3.17632 -1.82935 -7.11146 -0.091 0.065 -0.260 -0.0070
H 4.69782 -2.67426 -7.18936 0.145 0.092 -0.113 0.4386
H 3.38852 -3.35086 -9.10666 0.174 -0.203 0.137 0.3892
H 4.80407 -2.42127 -9.65853 -0.150 0.079 0.060 0.3442
H 4.38769 -0.97321 -11.19032 -0.003 -0.090 -0.023 0.3867
H 2.78523 -0.25927 -11.40779 -0.050 -0.147 0.072 0.2358
H 3.02414 -1.98260 -11.78287 0.153 0.027 -0.162 0.3079
```
Forces are in eV/Å.

As for the multiplicity: 1. The HOMO-LUMO gap is 0.1895 hartree. As for the HOMO energy: -9.98 eV. The total charge is +1. Its LUMO energy is -4.828 eV. The total energy is -3314.04269 Ha.